ORCA calculation (wB97M-V/def2-TZVPD) on an isolated molecule of C5H8N2 in a non-equilibrium geometry.

ORCA input file:
```
! wB97M-V def2-TZVPD RIJCOSX def2/J DEFGRID3
* xyz 0 1
C -1.82984 0.36568 0.02189
C -0.52962 -0.36043 -0.29262
C 0.62026 0.57159 -0.53502
C 0.22185 1.96674 -0.44859
N -0.26518 3.01735 -0.44353
N 0.54505 -0.23336 0.68005
C 1.53334 -1.31390 0.70581
H -1.68094 1.45630 -0.00699
H -2.57842 0.16655 -0.74542
H -2.20182 0.11586 1.01526
H -0.55967 -1.29857 -0.85997
H 1.41036 0.37984 -1.25510
H 1.74594 -1.75314 -0.28535
H 1.18890 -2.11651 1.36517
H 2.47185 -0.92223 1.11025
*
```

HOMO level ... -9.831 eV
Gap between HOMO and LUMO ... 10.773 eV
SMILES string ... C[C@H]1[C@@H](C#N)N1C

Atomic charges from the Mulliken analysis, expressed in e, are listed below:
1. C -1.271
2. C 0.305
3. C 0.007
4. C 0.073
5. N -0.524
6. N -0.373
7. C -0.883
8. H 0.323
9. H 0.329
10. H 0.249
11. H 0.419
12. H 0.401
13. H 0.341
14. H 0.292
15. H 0.312

***

ORCA calculation (wB97M-V/def2-TZVPD) on an isolated molecule of C5H8N2 in a non-equilibrium geometry.

ORCA input file:
```
! wB97M-V def2-TZVPD RIJCOSX def2/J DEFGRID3
* xyz 0 1
C 0.36795 -1.38700 1.72379
C -0.70587 -0.94969 0.73028
C -0.32962 0.19445 -0.15287
C 0.82343 0.31100 -0.88556
N 0.62110 1.41462 -1.69020
C -0.56933 1.96481 -1.32148
N -1.14778 1.26230 -0.38174
H -0.00533 -2.24195 2.28665
H 1.34004 -1.56059 1.28256
H 0.43419 -0.60407 2.48256
H -1.61496 -0.75593 1.29300
H -0.92659 -1.78258 0.06133
H 1.51587 -0.44496 -1.21209
H 1.02468 1.61493 -2.58893
H -0.82777 2.96466 -1.62728
*
```

HOMO level ... -8.565 eV
Gap between HOMO and LUMO ... 9.531 eV
SMILES string ... CCc1c[nH]cn1

Atomic charges from the Mulliken analysis, expressed in e, are listed below:
1. C -1.087
2. C -0.407
3. C 0.490
4. C -0.469
5. N -0.087
6. C -0.261
7. N -0.614
8. H 0.335
9. H 0.333
10. H 0.295
11. H 0.261
12. H 0.272
13. H 0.324
14. H 0.239
15. H 0.375

***

ORCA calculation (wB97M-V/def2-TZVPD) on an isolated molecule of C5H8N2.

ORCA input file:
```
! wB97M-V def2-TZVPD RIJCOSX def2/J DEFGRID3
* xyz 0 1
C -2.53937 -0.27859 -0.18021
N -1.15537 0.13559 -0.22392
C -0.06100 -0.65005 -0.38932
C 1.04032 0.11947 -0.08182
C 2.44502 -0.30205 0.21720
C 0.48554 1.38134 0.21805
N -0.83702 1.38074 0.14904
H -3.11739 0.20934 -0.96722
H -2.95612 -0.00777 0.79336
H -2.59078 -1.36296 -0.29845
H -0.15562 -1.67452 -0.72811
H 3.20666 0.27575 -0.31586
H 2.60713 -1.36501 0.01958
H 2.60714 -0.14216 1.28924
H 1.02087 2.28088 0.49843
*
```

HOMO level ... -8.787 eV
Gap between HOMO and LUMO ... 9.789 eV
SMILES string ... Cc1cnn(C)c1

Atomic charges from the Mulliken analysis, expressed in e, are listed below:
1. C -0.744
2. N 0.629
3. C -0.350
4. C 0.398
5. C -1.158
6. C -0.377
7. N -0.928
8. H 0.261
9. H 0.282
10. H 0.297
11. H 0.362
12. H 0.301
13. H 0.333
14. H 0.255
15. H 0.441

***

ORCA calculation (wB97M-V/def2-TZVPD) on an isolated molecule of C5H8N2 in a non-equilibrium geometry.

ORCA input file:
```
! wB97M-V def2-TZVPD RIJCOSX def2/J DEFGRID3
* xyz 0 1
C 0.77919 -2.23407 1.28319
N 0.11316 -1.06234 0.78017
C -2.26954 1.35519 0.30742
C -1.03937 1.15129 -0.05834
C 0.07113 0.82753 -0.66977
N 0.82584 1.64011 -1.56218
C 0.66821 -0.40934 -0.15480
H 0.08333 -3.07885 1.25224
H 1.69176 -2.49696 0.72568
H 1.04049 -2.07096 2.33545
H -2.53285 1.76010 1.27850
H -2.47981 1.83839 -0.65741
H 0.24808 2.37062 -1.96738
H 1.13950 1.05685 -2.33376
H 1.66086 -0.64757 -0.55899
*
```

HOMO level ... -7.669 eV
Gap between HOMO and LUMO ... 8.604 eV
SMILES string ... C=C=C(N)/C=N/C

Atomic charges from the Mulliken analysis, expressed in e, are listed below:
1. C -0.658
2. N -0.296
3. C -0.759
4. C 0.349
5. C 0.143
6. N -0.644
7. C -0.216
8. H 0.232
9. H 0.295
10. H 0.225
11. H 0.245
12. H 0.256
13. H 0.288
14. H 0.272
15. H 0.269

***

ORCA calculation (wB97M-V/def2-TZVPD) on a structure of composition C5H8N2.

ORCA input file:
```
! wB97M-V def2-TZVPD RIJCOSX def2/J DEFGRID3
* xyz 0 1
C -1.14674 0.99416 -0.84494
C -0.59792 -0.25954 -0.18672
C 0.60052 -0.95419 -0.88101
N 1.44488 -0.79533 0.33033
C 0.41135 -0.01732 0.93601
C 0.62440 1.18890 1.76853
N 0.23777 0.25217 2.57031
H -0.34172 1.68241 -1.12012
H -1.70706 0.74491 -1.75149
H -1.82038 1.52484 -0.16695
H -1.40574 -0.95382 0.05891
H 0.96339 -0.40131 -1.75409
H 0.46090 -2.00014 -1.16208
H 2.30411 -0.27304 0.18916
H -0.02777 -0.73270 2.01416
*
```

HOMO level ... -8.671 eV
Gap between HOMO and LUMO ... 9.629 eV

Atomic charges from the Mulliken analysis, expressed in e, are listed below:
1. C -1.534
2. C 0.414
3. C -0.575
4. N -0.427
5. C 0.416
6. C -0.636
7. N -0.271
8. H 0.363
9. H 0.400
10. H 0.370
11. H 0.314
12. H 0.293
13. H 0.263
14. H 0.266
15. H 0.344

***

ORCA calculation (wB97M-V/def2-TZVPD) on a cluster of 2 separate species, C5H8N2 in total.

ORCA input file:
```
! wB97M-V def2-TZVPD RIJCOSX def2/J DEFGRID3
* xyz 0 1
C 0.20454 1.15848 1.62272
C 0.95507 0.21214 0.77168
C 1.96116 -0.05974 -0.23530
N 1.07241 -1.01525 0.53919
C -1.55894 -1.70827 -0.99817
C -1.60581 -0.40433 -1.09335
N -1.68534 0.82591 -1.09783
H 0.87356 1.55431 2.39431
H -0.63993 0.65452 2.09936
H -0.16856 1.99658 1.02816
H -1.12662 1.26912 -1.82756
H 1.74174 0.06558 -1.29737
H 3.02088 -0.06621 0.01985
H -2.24682 -2.32807 -1.55937
H -0.79735 -2.15478 -0.36632
*
```

HOMO level ... -9.119 eV
Gap between HOMO and LUMO ... 10.074 eV
SMILES string ... CC1=NC1.C=C=N

Atomic charges from the Mulliken analysis, expressed in e, are listed below:
1. C -0.979
2. C 0.363
3. C -0.233
4. N -0.509
5. C -0.888
6. C 0.542
7. N -0.521
8. H 0.355
9. H 0.278
10. H 0.281
11. H 0.289
12. H 0.181
13. H 0.237
14. H 0.261
15. H 0.343

***

ORCA calculation (wB97M-V/def2-TZVPD) on a structure of composition C5H8N2.

ORCA input file:
```
! wB97M-V def2-TZVPD RIJCOSX def2/J DEFGRID3
* xyz 0 1
C -1.51316 -1.04370 0.58135
C -0.44252 -0.17126 -0.00910
C -0.52657 1.29971 -0.11134
N 0.37550 0.68910 0.86731
C 1.70707 0.50029 0.29510
C 1.32665 -0.43314 -0.83824
N 1.49334 -1.10330 -1.83544
H -2.03756 -0.51132 1.38515
H -1.08902 -1.95956 1.00729
H -2.25215 -1.32950 -0.17494
H 0.27632 -0.90834 -1.32272
H -0.08967 1.79996 -0.97813
H -1.36244 1.83076 0.33984
H 2.19252 1.42430 -0.04509
H 2.36730 -0.02085 0.99813
*
```

HOMO level ... -8.348 eV
Gap between HOMO and LUMO ... 9.388 eV

Atomic charges from the Mulliken analysis, expressed in e, are listed below:
1. C -1.307
2. C 0.494
3. C -0.386
4. N -0.514
5. C -0.369
6. C 0.035
7. N -0.600
8. H 0.371
9. H 0.269
10. H 0.318
11. H 0.602
12. H 0.216
13. H 0.285
14. H 0.300
15. H 0.285

***

ORCA calculation (wB97M-V/def2-TZVPD) on an isolated molecule of C5H8N2 in a non-equilibrium geometry.

ORCA input file:
```
! wB97M-V def2-TZVPD RIJCOSX def2/J DEFGRID3
* xyz 0 1
C 0.75488 -1.78042 -0.68701
C -0.37829 -0.79060 -0.68529
C -1.06135 -0.25746 0.53519
C -0.33613 -0.34196 1.73709
N 0.15647 -0.26943 2.77036
N -0.03535 0.52607 -0.19077
C 0.23055 2.16082 -0.09216
H 1.40425 -1.61059 0.18014
H 0.37082 -2.79713 -0.67525
H 1.33116 -1.60821 -1.60480
H -1.11701 -0.88359 -1.49160
H -2.13790 -0.02848 0.70633
H -0.65162 2.24965 -0.69365
H 0.84984 2.84516 -0.70529
H 0.61969 2.58615 0.89672
*
```

HOMO level ... -8.529 eV
Gap between HOMO and LUMO ... 9.282 eV
SMILES string ... C[C@H]1[C@@H](C#N)N1C

Atomic charges from the Mulliken analysis, expressed in e, are listed below:
1. C -1.260
2. C 0.333
3. C -0.248
4. C 0.137
5. N -0.516
6. N -0.237
7. C -0.750
8. H 0.352
9. H 0.328
10. H 0.299
11. H 0.367
12. H 0.295
13. H 0.352
14. H 0.292
15. H 0.256

***

ORCA calculation (wB97M-V/def2-TZVPD) on an isolated molecule of C5H8N2.

ORCA input file:
```
! wB97M-V def2-TZVPD RIJCOSX def2/J DEFGRID3
* xyz 0 1
C 1.53795 0.97665 0.29545
C 0.73130 -0.26240 0.00662
C 0.71098 -0.87996 -1.17396
C -1.95262 -0.10697 -0.68878
N -2.34786 -0.30725 -1.76190
C -0.33696 -0.62413 1.00344
N -1.55531 0.10229 0.58019
H 2.53384 0.70526 0.66368
H 1.66638 1.59068 -0.59938
H 1.07053 1.59623 1.06976
H 0.14911 -1.79822 -1.31895
H 1.19863 -0.46977 -2.05173
H -0.11856 -0.31696 2.03167
H -0.58049 -1.69090 1.01405
H -1.59250 1.07736 0.84045
*
```

HOMO level ... -9.677 eV
Gap between HOMO and LUMO ... 10.382 eV
SMILES string ... C=C(C)CNC#N

Atomic charges from the Mulliken analysis, expressed in e, are listed below:
1. C -1.169
2. C 0.986
3. C -1.028
4. C 0.450
5. N -0.471
6. C -1.014
7. N -0.306
8. H 0.285
9. H 0.338
10. H 0.325
11. H 0.321
12. H 0.274
13. H 0.388
14. H 0.331
15. H 0.291

***

ORCA calculation (wB97M-V/def2-TZVPD) on an isolated molecule of C5H8N2.

ORCA input file:
```
! wB97M-V def2-TZVPD RIJCOSX def2/J DEFGRID3
* xyz 0 1
C 0.97145 0.26231 -1.89647
C 0.38505 -0.67106 -0.86291
C -0.93269 -1.05259 -0.72853
N -1.34015 -0.71170 0.55303
C -0.28962 -0.11130 1.20908
N -0.45971 0.87466 2.19133
C 0.81612 -0.25931 0.43162
H 0.58292 1.24205 -1.57162
H 2.05932 0.34773 -1.80760
H 0.66634 0.12711 -2.93090
H -1.63488 -1.53295 -1.40012
H -2.30307 -0.64244 0.83544
H -0.71718 0.57951 3.11962
H 0.38455 1.43461 2.22047
H 1.81154 0.11337 0.63756
*
```

HOMO level ... -7.424 eV
Gap between HOMO and LUMO ... 8.423 eV
SMILES string ... Cc1c[nH]c(N)c1

Atomic charges from the Mulliken analysis, expressed in e, are listed below:
1. C -1.180
2. C 0.586
3. C -0.758
4. N -0.026
5. C -0.095
6. N -0.533
7. C -0.434
8. H 0.312
9. H 0.300
10. H 0.330
11. H 0.413
12. H 0.240
13. H 0.235
14. H 0.225
15. H 0.383